32
Properties=species:S:1:pos:R:3:nbo_charge:R:1 method="wB97M-V/def2-TZVPD" de_lowest_kcal_mol=74.2 e_lumo_ev=0.8 gap_ev=7.116
C -1.31 1.87 0.04 -0.2049
C -2.21 0.85 0.12 -0.1740
C -1.66 -0.39 0.33 0.2853
C 0.28 0.23 0.13 0.2438
C -3.62 1.09 0.08 -0.6164
C 1.24 -2.11 0.42 -0.5689
C 2.42 -0.15 1.37 -0.6056
C 2.27 -0.43 -1.06 -0.5814
C 0.98 2.54 0.03 -0.4111
C -2.50 -2.11 -0.94 -0.2569
C 1.54 -0.59 0.26 -0.1480
N 0.02 1.47 0.08 -0.3404
O -2.03 -1.67 0.30 -0.5237
H -1.55 2.93 0.28 0.1997
H -4.20 0.38 -0.34 0.2110
H -4.05 1.11 1.09 0.2175
H -3.84 2.02 -0.46 0.2171
H 0.86 -2.39 1.31 0.2109
H 0.60 -2.47 -0.38 0.2111
H 2.18 -2.61 0.29 0.1971
H 1.86 0.60 2.00 0.2117
H 2.55 -1.06 1.88 0.2195
H 3.34 0.24 1.15 0.2063
H 1.73 -0.92 -1.87 0.2150
H 2.35 0.63 -1.27 0.1932
H 3.31 -0.80 -1.03 0.2053
H 0.89 2.91 -1.00 0.2172
H 0.77 3.26 0.78 0.2182
H 1.98 2.18 0.05 0.2092
H -2.79 -3.19 -0.86 0.1883
H -1.88 -2.11 -1.88 0.1869
H -3.50 -1.48 -1.08 0.1669